No. 1
Formula: C16H21AsClN2STeZr
Source: the OMol25 dataset
Level of theory: ωB97M-V/def2-TZVPD

Its HOMO-LUMO gap is 6.571 eV. Its total energy is -4140.0935 Eh. Its charge is +3. Its HOMO energy is -0.629 Eh. The spin multiplicity is 1. The calculation puts the energy relative to the best compared isomer or geometry (same formula, charge and spin) at 76.2 kJ/mol.

Structure (XYZ):
```
44
Properties=species:S:1:pos:R:3:forces:R:3:mulliken_charge:R:1
Te 2.142 1.328 0.912 0.1 0.1 0.0 0.2760
Zr 0.284 1.191 -0.999 -0.1 -0.1 0.1 1.1419
As -2.267 -0.707 1.708 0.0 0.0 0.0 0.7335
Cl -1.230 6.459 0.319 0.0 0.0 0.0 -0.1208
S -1.804 0.325 -0.210 0.0 0.0 0.1 -0.3558
N 1.109 -0.076 -2.604 0.1 -0.1 -0.1 -0.3607
N -0.008 3.254 -1.623 0.0 0.0 0.1 -0.3967
C -1.058 -0.210 3.100 0.0 0.0 0.0 -0.5343
C -0.488 4.092 -0.675 0.0 0.0 0.0 -0.0460
C -0.269 5.948 -2.159 0.0 0.0 0.0 -0.0549
C 2.134 -0.694 1.537 -0.1 0.0 -0.1 0.2920
C 2.604 -0.947 2.819 0.0 0.0 0.0 -0.5521
C 1.559 -0.728 -3.442 0.0 0.0 0.0 0.3234
C 0.342 3.743 -2.834 0.0 0.0 0.0 0.0251
C 0.219 5.082 -3.128 0.0 0.0 0.0 -0.7546
C 2.161 -3.294 2.487 0.0 0.0 0.0 -0.5376
C 2.617 -2.257 3.288 0.0 0.0 0.0 -0.6272
C 1.681 -1.729 0.722 0.0 0.0 0.0 0.2690
C -0.628 5.446 -0.909 0.0 0.0 0.0 -0.0939
C 2.121 -1.542 -4.488 0.0 0.0 0.0 -0.8670
C -4.054 -0.147 2.092 0.0 0.0 0.0 -0.9820
C -2.190 -2.585 1.358 0.0 0.0 0.0 -0.7658
C 1.694 -3.031 1.203 0.0 0.0 0.0 -0.8000
H 1.352 -1.553 -0.298 0.0 0.0 0.0 0.1090
H -2.550 -3.100 2.250 0.0 0.0 0.0 0.4224
H -2.833 -2.818 0.512 0.0 0.0 0.0 0.3927
H -1.058 0.872 3.220 0.0 0.0 0.0 0.3856
H 2.920 -0.987 -4.984 0.0 0.0 0.0 0.3324
H -1.421 -0.680 4.016 0.0 0.0 0.0 0.4630
H 1.341 -1.795 -5.210 0.0 0.0 0.0 0.3356
H 2.190 -4.312 2.852 0.0 0.0 0.0 0.4642
H -4.070 0.928 2.257 0.0 0.0 0.0 0.3805
H 2.999 -2.462 4.279 0.0 0.0 0.0 0.4401
H -4.698 -0.415 1.257 0.0 0.0 0.0 0.3935
H -0.374 7.007 -2.363 0.0 0.0 0.0 0.4909
H 0.503 5.447 -4.106 0.0 0.0 0.0 0.4247
H 2.974 -0.150 3.451 0.0 0.0 0.0 0.4351
H -1.159 -2.866 1.157 0.0 0.0 0.0 0.1525
H 0.721 3.039 -3.565 0.0 0.0 0.0 0.4191
H 1.369 -3.845 0.568 0.0 0.0 0.0 0.5287
H 2.530 -2.455 -4.049 0.0 0.0 0.0 0.3398
H -0.766 3.665 0.283 0.0 0.0 0.0 0.5323
H -0.064 -0.583 2.862 0.0 0.0 0.0 -0.0682
H -4.377 -0.668 2.994 0.0 0.0 0.0 0.4148
```
Positions in Å, forces in eV/Å.

---

No. 2
Formula: C16H21BF4N4O3PdS
Source: the OMol25 dataset
Level of theory: ωB97M-V/def2-TZVPD

Its HOMO-LUMO gap (spin up / spin down) is 5.660 / 5.129 eV. Its total energy is -2017.7861 Eh. Its charge is -2. Its HOMO energy (spin up / spin down) is -0.058 / -0.038 Eh. The spin multiplicity is 1. The calculation puts the energy relative to the best compared isomer or geometry (same formula, charge and spin) at 21.8 kJ/mol.

Structure (XYZ):
```
51
Properties=species:S:1:pos:R:3:forces:R:3:mulliken_charge:R:1
Pd 0.354 0.246 0.910 0.0 -0.1 0.0 0.1030
S -0.363 1.062 -1.231 0.0 0.0 0.0 -0.3684
F -5.112 -6.187 2.357 0.0 0.0 0.0 -0.4125
F -3.728 -6.858 0.646 0.0 0.0 0.0 -0.4095
F -5.512 -5.483 0.208 0.0 0.0 0.0 -0.4054
F -5.875 -7.692 0.784 0.0 0.0 0.0 -0.4034
O 5.491 2.752 -4.263 0.0 0.1 0.0 -0.6041
O 4.054 3.612 -5.704 0.0 0.0 0.0 -0.4991
O -2.289 -0.868 2.480 0.0 0.0 0.0 -0.6440
N -2.808 -2.844 1.509 0.0 0.0 0.0 0.1946
N 1.747 1.354 1.588 0.0 0.1 0.0 -0.8942
N 0.288 -2.272 -1.029 0.0 0.0 0.0 -0.3497
N -0.988 -1.533 0.721 0.0 0.0 -0.1 -0.2837
C -3.902 -2.999 2.460 0.0 0.0 0.0 -0.7311
C 1.486 2.643 2.172 0.0 0.0 0.0 2.1111
C 2.322 1.628 -1.655 0.0 0.0 0.0 -0.3564
C -1.557 -3.634 -0.312 0.0 0.0 0.0 -1.0776
C 2.610 2.912 3.184 0.0 0.0 0.0 -1.7850
C 3.370 2.052 -2.444 0.0 0.0 0.0 -0.7825
C 1.544 3.711 1.067 0.0 0.0 0.0 -1.5183
C -2.027 -1.678 1.610 0.1 -0.1 0.1 0.2269
C 3.173 2.468 -3.766 0.0 0.0 0.0 0.8514
C -2.570 -3.784 0.570 0.0 0.0 0.0 0.1554
C 1.006 1.587 -2.158 0.0 0.0 0.0 0.4006
C 0.817 1.991 -3.496 0.0 0.0 0.0 -1.1063
C 4.334 2.931 -4.548 0.0 -0.1 -0.1 0.6585
C 0.130 2.759 2.896 0.0 0.0 0.0 -1.8548
C 1.869 2.421 -4.274 0.0 0.0 0.0 -0.7148
C -0.764 -2.458 -0.199 0.0 0.0 0.1 0.9638
B -5.067 -6.567 0.996 0.0 0.0 0.0 0.5763
H -0.007 3.743 3.365 0.0 0.0 0.0 0.4072
H 4.374 2.084 -2.040 0.0 0.0 0.0 0.4171
H -1.358 -4.384 -1.062 0.0 0.0 0.0 0.3560
H 0.299 -2.805 -1.880 0.0 0.0 0.0 0.2436
H 3.576 2.893 2.677 0.0 0.0 0.0 0.4041
H 0.784 3.501 0.312 0.0 0.0 0.0 0.2425
H 1.655 2.682 -5.308 0.0 0.0 0.0 0.1970
H 0.059 1.987 3.666 0.0 0.0 0.0 0.3884
H -3.509 -2.987 3.475 0.0 0.0 0.0 0.2938
H 2.612 2.134 3.951 0.0 0.0 0.0 0.3677
H -0.182 1.949 -3.911 0.0 0.0 0.0 0.3739
H 2.522 3.698 0.582 0.0 0.0 0.0 0.3148
H 1.367 4.710 1.482 0.0 0.0 0.0 0.4500
H -3.230 -4.642 0.563 0.0 0.0 0.0 0.3498
H 3.103 3.764 -5.742 0.0 0.0 0.0 0.2805
H 0.626 -1.313 -1.078 0.0 0.0 0.0 0.1041
H 2.485 1.350 -0.617 0.0 0.0 0.0 0.5968
H -0.681 2.589 2.185 0.0 0.0 0.0 0.3663
H -4.408 -3.942 2.265 0.0 0.0 0.0 0.1707
H -4.596 -2.167 2.358 0.0 0.0 0.0 0.2920
H 2.477 3.883 3.674 0.0 0.0 0.0 0.3430
```
Positions in Å, forces in eV/Å.